## one
Formula: C4H12OS
Source: OMol25
Level of theory: ωB97M-V with the def2-TZVPD basis set

```
18
Properties=species:S:1:pos:R:3:mulliken_charge:R:1
C 0.84 0.05 -2.01 -1.18
C -0.26 0.95 -1.46 -0.39
C -0.14 1.31 0.03 -0.45
C 0.64 0.32 0.87 -0.65
S 0.71 0.78 2.62 -0.21
H 0.57 -0.24 -3.02 0.37
H 1.01 -0.83 -1.40 0.31
H 1.77 0.61 -2.08 0.29
H -0.24 1.88 -2.02 0.26
H -1.23 0.47 -1.64 0.32
H 0.31 2.30 0.14 0.30
H -1.14 1.44 0.45 0.33
H 0.21 -0.68 0.80 0.26
H 1.68 0.28 0.53 0.33
H -0.58 0.60 2.84 0.09
O -1.27 -2.80 1.53 -0.61
H -2.00 -2.80 2.17 0.30
H -0.86 -3.65 1.65 0.31
```

The net charge is 0. As for the HOMO energy: -8.75 eV. As for the structure (SMILES): CCCCS.O. The gap between HOMO and LUMO is 9.39 eV.

=====

## two
Formula: C4H12OS
Source: OMol25
Level of theory: ωB97M-V with the def2-TZVPD basis set

```
18
Properties=species:S:1:pos:R:3:mulliken_charge:R:1
C 1.02 0.60 -1.67 -1.04
C 0.66 -0.54 -0.72 -0.47
S 1.27 -0.10 0.99 -0.11
C 2.25 -1.42 1.65 -0.80
H 0.33 0.63 -2.52 0.30
H 2.08 0.46 -1.85 0.33
H 0.79 1.56 -1.20 0.30
H -0.37 -0.88 -0.62 0.31
H 1.24 -1.44 -0.90 0.33
H 2.75 -2.10 0.97 0.31
H 2.98 -0.89 2.26 0.26
H 1.67 -2.05 2.33 0.26
C -2.77 0.66 0.12 -0.35
O -2.78 2.07 -0.05 -0.52
H -3.66 0.30 0.62 0.33
H -2.60 0.23 -0.87 0.18
H -1.87 0.39 0.68 0.09
H -2.97 2.50 0.76 0.29
```

The net charge is 0. As for the HOMO energy: -8.39 eV. As for the structure (SMILES): CCSC.CO. The gap between HOMO and LUMO is 9.34 eV.

=====

## three
Formula: C4H12OS
Source: OMol25
Level of theory: ωB97M-V with the def2-TZVPD basis set

```
18
Properties=species:S:1:pos:R:3:mulliken_charge:R:1
C -1.60 -0.51 -1.28 -1.39
C -0.72 0.08 -0.15 -0.44
C -0.59 1.66 -0.48 -0.46
S 1.28 1.99 -0.39 -0.14
C 1.86 1.11 1.10 -0.98
H -1.60 -1.68 -1.11 0.27
H -2.59 -0.25 -1.22 0.41
H -1.19 -0.33 -2.30 0.38
H 0.17 -0.51 -0.26 0.28
H -1.20 0.05 0.73 0.39
H -1.30 2.17 0.20 0.34
H -0.77 1.74 -1.54 0.32
H 1.82 1.96 1.91 0.31
H 1.18 0.52 1.58 0.35
H 2.71 0.48 0.97 0.37
O 0.59 -2.74 0.64 -0.60
H 1.31 -2.78 0.04 0.31
H 0.65 -2.98 1.56 0.29
```

The net charge is 0. As for the HOMO energy: -8.19 eV. As for the structure (SMILES): CCCSC.O. The gap between HOMO and LUMO is 8.84 eV.

=====

Which one sits at the bottom of the stability order? three does.

=====

## one
Formula: C4H2N2O
Source: OMol25
Level of theory: ωB97M-V with the def2-TZVPD basis set

```
9
Properties=species:S:1:pos:R:3:mulliken_charge:R:1
N -0.07 0.05 -1.44 -0.35
C 0.75 0.41 -0.43 0.41
O 1.82 0.96 -0.57 -0.57
C 0.24 0.09 0.97 0.61
C 0.82 0.46 2.10 -0.27
C -0.94 -0.64 1.34 0.04
N -1.87 -1.22 1.71 -0.32
H -0.97 -0.38 -1.30 0.21
H 0.23 0.26 -2.38 0.23
```

The net charge is 0. As for the HOMO energy: -11.16 eV. The gap between HOMO and LUMO is 9.32 eV.

=====

## two
Formula: C4H2N2O
Source: OMol25
Level of theory: ωB97M-V with the def2-TZVPD basis set

```
9
Properties=species:S:1:pos:R:3:mulliken_charge:R:1
N -3.14 -0.31 -0.03 -0.39
C -2.00 -0.39 -0.02 0.19
C -0.58 -0.35 0.05 0.49
C 0.22 0.79 0.00 -0.38
C 1.47 0.28 -0.05 -0.26
O 1.42 -1.07 -0.01 -0.09
N 0.14 -1.48 0.01 -0.36
H 0.01 1.83 0.15 0.35
H 2.46 0.70 -0.10 0.44
```

The net charge is 0. As for the HOMO energy: -10.80 eV. As for the structure (SMILES): N#Cc1ccon1. The gap between HOMO and LUMO is 11.04 eV.

=====

Which one sits at the bottom of the stability order? one does.

=====

## one
Formula: C2H10N3O
Source: OMol25
Level of theory: ωB97M-V with the def2-TZVPD basis set

```
16
Properties=species:S:1:pos:R:3:mulliken_charge:R:1
C 0.80 -0.14 -1.65 -0.38
C 0.17 0.91 0.69 -0.32
N 1.15 1.54 1.43 -0.42
N -1.06 -1.48 -0.96 -0.55
N -0.63 -0.14 1.20 -0.34
O 0.29 -1.40 -1.50 -0.22
H 0.30 0.82 -1.90 0.31
H 1.82 -0.30 -2.01 0.29
H -0.21 1.64 -0.07 0.39
H 1.21 2.52 1.16 0.24
H 1.57 1.15 2.35 0.25
H -1.12 -2.46 -0.75 0.27
H -1.74 -1.30 -1.67 0.29
H -0.15 -1.04 1.49 0.41
H -1.31 0.26 1.88 0.34
H -1.08 -0.59 0.31 0.45
```

The net charge is +1. As for the HOMO energy (alpha / beta): -11.29 / -11.12 eV. The gap between HOMO and LUMO (alpha / beta) is 8.06 / 7.92 eV.

=====

## two
Formula: C2H10N3O
Source: OMol25
Level of theory: ωB97M-V with the def2-TZVPD basis set

```
16
Properties=species:S:1:pos:R:3:mulliken_charge:R:1
C 1.00 -0.33 -2.04 -0.76
N -0.18 -0.07 -1.11 -0.26
C -0.25 0.77 -0.07 0.82
N -1.47 1.14 0.29 -0.39
N 0.86 1.03 0.65 -0.47
H 1.17 0.57 -2.65 0.30
H 0.79 -1.30 -2.50 0.34
H 1.85 -0.48 -1.35 0.26
H -1.02 -0.38 -1.57 0.24
H -1.52 1.87 0.99 0.22
H -2.32 0.91 -0.19 0.20
H 0.60 1.43 1.54 0.25
H 1.46 0.22 0.68 0.26
H -0.23 -2.91 1.76 0.30
H -0.14 -1.67 2.67 0.31
O 0.04 -1.98 1.78 -0.61
```

The net charge is +1. As for the HOMO energy: -14.74 eV. The gap between HOMO and LUMO is 11.58 eV.

=====

Which one sits at the bottom of the stability order? one does.

=====

## one
Formula: C5H12NO
Source: OMol25
Level of theory: ωB97M-V with the def2-TZVPD basis set

```
19
Properties=species:S:1:pos:R:3:mulliken_charge:R:1
C 1.76 -0.02 -0.31 -0.63
C 1.02 1.14 0.39 -0.78
C 1.03 -1.31 0.25 -0.93
C -0.43 1.16 -0.07 -0.57
C -0.54 -1.26 -0.07 -0.23
N -2.51 -0.13 0.08 -0.62
O -1.15 -0.03 0.44 0.12
H 1.64 0.13 -1.33 0.39
H 2.91 -0.04 -0.18 0.32
H 0.98 0.80 1.47 0.29
H 1.45 2.19 0.33 0.39
H 1.37 -2.22 0.04 0.56
H 1.12 -1.16 1.29 0.36
H -0.94 2.11 0.13 0.42
H -0.28 0.98 -1.12 0.50
H -0.78 -1.27 -1.13 0.39
H -1.10 -2.12 0.41 0.37
H -2.46 0.65 -1.31 0.38
H -3.09 0.41 0.68 0.28
```

The net charge is +1. As for the HOMO energy: -15.93 eV. The gap between HOMO and LUMO is 11.13 eV.

=====

## two
Formula: C5H12NO
Source: OMol25
Level of theory: ωB97M-V with the def2-TZVPD basis set

```
19
Properties=species:S:1:pos:R:3:mulliken_charge:R:1
C 1.84 -0.94 -0.86 -1.06
C 1.02 0.08 -0.95 0.57
N 1.49 1.44 -1.47 -0.28
C -0.40 0.07 -0.47 -0.84
C -0.48 0.13 1.03 -0.55
C -1.96 -0.31 1.53 -0.49
O -2.27 -1.63 1.59 -0.47
H 1.70 -1.85 -0.40 0.34
H 2.87 -1.01 -1.38 0.21
H 1.33 2.13 -0.72 0.38
H 0.95 1.67 -2.32 0.39
H 2.56 1.39 -1.63 0.40
H -1.07 -0.72 -0.84 0.50
H -1.05 0.79 -0.90 0.39
H 0.16 -0.38 1.76 0.33
H -0.22 1.16 1.47 0.32
H -2.77 0.26 0.91 0.24
H -2.09 -0.02 2.57 0.33
H -1.62 -2.23 1.07 0.33
```

The net charge is +1. As for the HOMO energy: -13.12 eV. As for the structure (SMILES): C=C([NH3+])CCCO. The gap between HOMO and LUMO is 9.19 eV.

=====

Which one sits at the bottom of the stability order? one does.

=====

## one
Formula: C7H10
Source: OMol25
Level of theory: ωB97M-V with the def2-TZVPD basis set

```
17
Properties=species:S:1:pos:R:3:mulliken_charge:R:1
C 3.27 0.41 1.56 0.16
C 2.28 0.50 0.87 -0.58
C 1.07 0.57 0.04 -0.51
C 0.57 -0.80 -0.41 -0.61
C -0.82 -0.71 -1.05 -0.61
C -1.88 -0.40 -0.03 -0.11
C -2.50 0.77 0.11 -0.73
H 4.13 0.34 2.18 0.41
H 0.29 1.08 0.61 0.22
H 1.27 1.20 -0.84 0.27
H 0.52 -1.47 0.46 0.35
H 1.28 -1.24 -1.11 0.34
H -1.05 -1.66 -1.55 0.28
H -0.82 0.07 -1.83 0.33
H -2.10 -1.20 0.68 0.27
H -2.30 1.60 -0.58 0.26
H -3.22 0.95 0.90 0.26
```

The net charge is 0. As for the HOMO energy: -9.63 eV. As for the structure (SMILES): C#CCCCC=C. The gap between HOMO and LUMO is 10.77 eV.

=====

## two
Formula: C7H10
Source: OMol25
Level of theory: ωB97M-V with the def2-TZVPD basis set

```
17
Properties=species:S:1:pos:R:3:mulliken_charge:R:1
C -1.59 -0.09 1.80 -0.68
C -1.28 -0.22 0.52 -0.50
C 0.06 0.17 -0.03 0.90
C 0.81 -1.11 -0.24 -0.52
C 0.90 -1.72 -1.42 -0.71
C 0.81 1.39 0.41 -0.70
C 0.21 1.32 -0.98 -0.62
H -1.02 0.60 2.42 0.24
H -2.41 -0.65 2.24 0.26
H -1.93 -0.76 -0.16 0.33
H 1.19 -1.61 0.66 0.31
H 0.50 -1.24 -2.31 0.27
H 1.35 -2.70 -1.52 0.28
H 0.36 2.07 1.14 0.28
H 1.89 1.30 0.49 0.28
H -0.68 1.91 -1.15 0.28
H 0.88 1.22 -1.83 0.30
```

The net charge is 0. As for the HOMO energy: -9.38 eV. As for the structure (SMILES): C=CC1(C=C)CC1. The gap between HOMO and LUMO is 10.52 eV.

=====

Which one sits at the bottom of the stability order? one does.

=====

## one
Formula: C7H10
Source: OMol25
Level of theory: ωB97M-V with the def2-TZVPD basis set

```
17
Properties=species:S:1:pos:R:3:mulliken_charge:R:1
C 1.81 0.68 0.66 -0.74
C 1.41 -0.74 0.41 -0.06
C 0.54 -0.84 -0.85 -0.90
C -0.49 0.06 -0.15 0.81
C -1.93 -0.29 0.01 -0.81
C -1.52 0.93 -0.79 -0.58
C 0.43 0.24 1.04 -0.48
H 1.98 1.36 -0.18 0.19
H 2.48 0.83 1.50 0.26
H 1.91 -1.58 0.89 0.38
H 0.17 -1.85 -1.07 0.30
H 1.00 -0.42 -1.75 0.27
H -2.34 -1.15 -0.50 0.24
H -2.37 -0.11 0.99 0.26
H -1.62 0.86 -1.87 0.24
H -1.74 1.91 -0.38 0.23
H 0.08 0.28 2.07 0.38
```

The net charge is 0. As for the HOMO energy: -9.23 eV. As for the structure (SMILES): C1[C@@H]2CC3(CC3)[C@H]12. The gap between HOMO and LUMO is 10.41 eV.

=====

## two
Formula: C7H10
Source: OMol25
Level of theory: ωB97M-V with the def2-TZVPD basis set

```
17
Properties=species:S:1:pos:R:3:mulliken_charge:R:1
C -0.73 -0.31 1.76 -1.71
C -0.02 -0.06 0.44 1.65
C 1.39 0.52 0.54 -1.18
C 0.46 0.88 -1.55 -0.37
C -0.04 -0.39 -1.82 -0.22
C -0.13 -1.22 -0.57 -0.78
C -0.48 1.03 -0.47 -0.94
H -0.17 -1.04 2.35 0.38
H -0.80 0.61 2.35 0.38
H -1.75 -0.71 1.62 0.38
H 1.96 0.20 1.43 0.31
H 1.48 1.59 0.39 0.21
H 0.73 1.61 -2.30 0.39
H -0.20 -0.78 -2.82 0.41
H 0.67 -1.97 -0.54 0.30
H -1.10 -1.73 -0.46 0.36
H -1.27 1.77 -0.36 0.42
```

The net charge is 0. As for the HOMO energy (alpha / beta): -6.66 / -7.02 eV. The gap between HOMO and LUMO (alpha / beta) is 7.19 / 7.71 eV.

=====

Which one sits at the bottom of the stability order? two does.

=====

## one
Formula: C7H10
Source: OMol25
Level of theory: ωB97M-V with the def2-TZVPD basis set

```
17
Properties=species:S:1:pos:R:3:mulliken_charge:R:1
C 1.03 -0.24 -0.92 -0.62
C -0.02 0.41 -1.95 -0.58
C -0.98 0.14 -0.91 -0.50
C -0.90 1.08 0.27 -0.25
C -0.21 0.22 1.33 -0.23
C -0.60 -1.23 1.30 -0.46
C 0.63 -0.74 0.53 -0.45
H 1.74 0.57 -0.71 0.28
H 1.56 -1.05 -1.43 0.46
H 0.24 1.45 -2.17 0.29
H -0.12 -0.18 -2.86 0.25
H -0.31 2.01 0.13 0.23
H -1.92 1.35 0.53 0.35
H 0.15 0.68 2.26 0.36
H -1.55 -1.52 0.85 0.24
H -0.34 -1.79 2.21 0.27
H 1.54 -1.15 0.95 0.36
```

The net charge is 0. As for the HOMO energy: -7.69 eV. The gap between HOMO and LUMO is 8.42 eV.

=====

## two
Formula: C7H10
Source: OMol25
Level of theory: ωB97M-V with the def2-TZVPD basis set

```
17
Properties=species:S:1:pos:R:3:mulliken_charge:R:1
C 1.28 -1.54 -0.14 -0.44
C 1.84 -0.37 -0.05 0.23
C -2.34 -0.30 -0.03 -0.46
C -1.54 0.94 0.09 -0.76
C 0.03 -1.03 0.45 -0.64
C -0.87 -0.35 -0.42 0.19
C 2.40 0.99 -0.10 -1.08
H 1.54 -2.59 -0.08 0.35
H -2.57 -0.81 0.94 0.24
H -3.16 -0.62 -0.81 0.21
H -1.87 1.58 -0.68 0.31
H -1.52 1.34 1.14 0.25
H -0.11 -1.14 1.54 0.34
H -0.47 -0.26 -1.44 0.38
H 3.26 1.10 -0.73 0.34
H 2.40 1.35 0.94 0.28
H 1.73 1.71 -0.62 0.26
```

The net charge is 0. As for the HOMO energy: -6.93 eV. The gap between HOMO and LUMO is 7.99 eV.

=====

Which one sits at the bottom of the stability order? two does.